[1]
48
Properties=species:S:1:pos:R:3:mulliken_spin:R:1 method="wB97M-V/def2-TZVPD" gap_ev="5.8 / 5.7" total_charge=+3 multiplicity=3 homo_energy_ev="-20.21 / -20.39" e_above_lowest_kj_mol=7.5 lumo_ev="-14.397 / -14.679"
C 0.56 -0.19 -2.38 0.20
I -2.14 -0.64 -2.48 0.53
H 1.30 -0.17 -1.53 0.04
H 0.61 0.68 -3.00 -0.02
H 0.85 -1.02 -3.05 0.00
W -0.62 0.09 -0.44 0.96
P 0.09 2.27 -0.62 -0.01
C -1.38 3.35 -0.59 0.01
C 1.22 2.81 0.68 0.02
H 1.77 3.67 0.27 0.00
H 1.22 4.00 -1.77 0.00
H 1.94 2.03 0.89 0.00
H 2.00 2.38 -2.08 0.00
H -1.87 3.31 0.40 0.00
H 0.70 3.06 1.60 0.00
C 1.06 2.93 -2.02 0.02
H -1.01 4.37 -0.83 0.00
H 0.54 2.87 -2.98 0.00
H -2.10 3.03 -1.37 0.00
P 0.08 -2.48 -0.28 0.06
C -1.34 -3.68 -0.16 0.00
C 1.05 -2.92 -1.79 0.00
H 2.01 -2.27 1.04 0.00
H 1.67 -3.95 0.66 0.00
H 0.73 -3.08 1.95 0.00
C 1.22 -3.01 0.97 -0.01
H 1.99 -2.34 -1.75 0.00
H 1.27 -3.98 -1.77 0.00
H -0.94 -4.68 0.01 0.00
H -1.98 -3.66 -1.05 0.00
H 0.54 -2.68 -2.73 0.00
H -1.94 -3.34 0.71 0.00
C -2.38 0.68 0.55 -0.05
O -3.44 1.02 0.93 0.04
F 1.31 -1.60 3.83 0.00
C 1.10 -0.26 3.76 0.00
F 1.28 0.24 5.03 0.00
F 2.09 0.26 2.99 0.00
C -0.31 0.13 3.10 -0.01
O -0.25 0.11 1.79 0.20
C -1.39 -0.83 3.78 0.00
F -1.24 -0.92 5.12 0.00
F -2.61 -0.41 3.46 0.00
F -1.30 -2.08 3.32 0.00
C -0.60 1.58 3.74 0.01
F -0.99 1.52 5.01 0.00
F 0.52 2.35 3.64 0.00
F -1.58 2.21 3.04 0.00

[2]
61
Properties=species:S:1:pos:R:3:mulliken_spin:R:1 method="wB97M-V/def2-TZVPD" gap_ev="7.1 / 7.1" total_charge=-1 multiplicity=6 homo_energy_ev="-5.39 / -5.41" e_above_lowest_kj_mol=437.7 lumo_ev="1.664 / 1.658"
Mn 0.11 0.10 0.50 4.77
C 3.68 -0.56 -2.88 0.01
F 3.08 -1.54 -3.54 0.00
F 4.99 -0.70 -3.12 0.00
F 3.28 0.66 -3.26 0.00
S 3.15 -0.62 -0.99 0.01
O 1.70 -0.35 -0.79 0.00
O 3.56 -1.91 -0.48 0.00
O 3.98 0.47 -0.44 0.00
C 1.02 4.59 0.80 0.00
F -0.25 4.79 0.29 0.00
F 1.71 5.69 0.47 0.00
F 1.06 4.40 2.18 0.00
S 1.82 3.02 0.01 0.01
O 0.96 1.91 0.39 0.00
O 1.82 3.32 -1.45 0.00
O 3.18 2.92 0.61 0.00
C 3.05 -1.85 3.41 0.00
F 3.94 -1.88 4.44 0.00
F 3.54 -2.38 2.32 0.00
F 2.06 -2.54 3.75 0.00
S 2.57 -0.03 3.06 0.01
O 2.31 0.65 4.35 0.00
O 3.69 0.56 2.27 0.00
O 1.36 -0.06 2.22 0.03
C -3.02 0.67 1.61 0.01
O -1.76 0.73 1.43 0.02
N -3.91 1.65 1.23 0.01
C -5.35 1.47 1.19 0.00
C -3.54 2.90 0.51 0.00
H -3.52 -0.26 1.93 0.00
H -5.55 0.41 1.32 0.00
H -5.67 1.69 0.17 0.00
H -5.83 2.13 1.91 0.00
H -3.72 3.74 1.18 0.00
H -2.51 2.99 0.16 0.00
H -4.14 2.94 -0.39 0.00
C -0.86 -2.86 1.50 0.01
O -0.48 -1.87 0.93 0.03
N -0.20 -4.01 1.38 0.01
C 1.16 -4.07 0.85 0.00
C -0.79 -5.23 1.98 0.00
H -1.83 -2.98 2.00 0.00
H 1.73 -4.83 1.38 0.00
H 1.65 -3.10 0.84 0.00
H 1.04 -4.44 -0.17 0.00
H -1.83 -5.19 2.31 0.00
H -0.81 -6.00 1.21 0.00
H -0.28 -5.45 2.92 0.00
C -1.60 0.10 -2.42 0.02
O -1.28 0.31 -1.18 0.03
N -1.09 0.78 -3.47 0.01
C -1.25 0.35 -4.88 0.00
C -0.19 1.92 -3.31 0.00
H -2.30 -0.68 -2.75 0.00
H -1.96 -0.47 -4.90 0.00
H -0.32 -0.06 -5.28 0.00
H -1.56 1.18 -5.51 0.00
H 0.75 1.76 -3.85 0.00
H -0.66 2.85 -3.63 0.00
H 0.11 2.25 -2.31 0.00

[3]
39
Properties=species:S:1:pos:R:3:mulliken_spin:R:1 method="wB97M-V/def2-TZVPD" gap_ev="2.9 / 2.9" total_charge=-2 multiplicity=2 homo_energy_ev="1.75 / 1.71" e_above_lowest_kj_mol=435.4 lumo_ev="4.632 / 4.590"
C 2.44 2.69 -0.70 -0.01
I 3.90 1.42 -0.48 0.03
H 2.46 3.75 -1.14 0.00
H 1.96 1.97 -1.53 0.01
H 2.24 2.77 0.45 0.02
C -0.35 -1.98 -3.31 0.01
C -0.85 -0.36 -1.82 0.17
N -0.38 -1.64 -1.98 0.08
H -0.92 -0.78 -5.07 0.01
I -3.62 1.32 -0.28 0.01
N -1.10 0.06 -3.10 0.06
H -0.01 -2.95 -3.65 0.01
Ti -1.06 0.83 -0.17 0.70
C 0.51 2.07 -0.23 -0.09
O -0.57 2.81 -0.16 0.01
C -0.79 -0.92 -4.00 -0.01
C -1.57 1.37 -3.48 0.00
H -1.72 1.36 -4.57 0.00
H -0.83 2.16 -3.24 0.01
H -2.51 1.62 -2.98 0.01
C 0.06 -2.51 -0.91 0.03
H 0.10 -3.54 -1.28 0.00
H -0.63 -2.44 -0.06 0.01
H 1.07 -2.23 -0.57 -0.01
C 1.26 -1.08 2.12 0.03
C 0.03 -0.38 2.71 -0.02
C -0.70 -1.33 3.64 -0.01
C 0.51 0.84 3.51 -0.01
C -0.93 0.05 1.63 -0.07
H 1.94 -1.39 2.92 0.00
H 1.82 -0.43 1.43 -0.01
H 0.96 -1.98 1.56 0.00
H -0.04 -1.70 4.43 0.00
H -1.55 -0.83 4.11 0.00
H -1.09 -2.19 3.09 0.00
H 1.06 1.55 2.87 0.00
H -0.33 1.37 3.95 0.00
H 1.19 0.52 4.32 0.00
H -1.98 0.11 1.99 0.00

[4]
44
Properties=species:S:1:pos:R:3:nbo_charge:R:1 method="wB97M-V/def2-TZVPD" gap_ev=8.0 total_charge=0 homo_energy_ev=-8.05 e_above_lowest_kj_mol=0.0 lumo_ev=-0.045
Ir -0.36 -0.35 1.38 1.10
N 0.19 -1.97 2.51 -0.71
C 1.68 -2.01 2.60 -0.32
C 2.14 -0.58 2.88 0.62
O 3.05 -0.35 3.66 -0.64
N 1.38 0.31 2.23 -0.61
C 1.27 1.63 2.83 -0.35
C -0.18 1.79 3.30 0.76
O -0.53 2.67 4.05 -0.61
O -1.01 0.89 2.81 -0.69
H -0.25 -1.91 3.43 0.41
H -0.14 -2.81 2.06 0.40
H 2.04 -2.33 1.63 0.23
H 2.02 -2.69 3.37 0.22
H 1.52 2.43 2.14 0.20
H 1.94 1.72 3.68 0.26
C 0.83 -0.15 -3.49 -0.54
C 1.90 0.77 -2.92 -0.56
S 1.98 0.81 -1.11 0.23
C 1.29 2.43 -0.72 -0.54
C -0.19 2.61 -0.95 -0.55
S -1.31 1.51 -0.01 0.39
C -2.35 0.90 -1.36 -0.54
C -1.82 -0.09 -2.40 -0.55
S -0.81 0.59 -3.75 0.18
H 0.71 -1.03 -2.85 0.24
H 1.15 -0.51 -4.48 0.23
H 1.80 1.79 -3.30 0.22
H 2.88 0.41 -3.25 0.23
H 1.83 3.19 -1.30 0.23
H 1.54 2.61 0.32 0.24
H -0.42 2.45 -2.01 0.24
H -0.49 3.63 -0.68 0.23
H -2.71 1.80 -1.86 0.23
H -3.20 0.45 -0.85 0.25
H -2.69 -0.53 -2.88 0.23
H -1.25 -0.89 -1.94 0.24
C -2.24 -3.24 -0.71 -0.72
C -1.54 -2.12 -0.01 0.77
O -2.16 -1.35 0.78 -0.67
O -0.29 -1.92 -0.17 -0.70
H -3.29 -3.01 -0.83 0.24
H -2.15 -4.15 -0.12 0.25
H -1.77 -3.42 -1.68 0.24

[5]
47
Properties=species:S:1:pos:R:3:nbo_charge:R:1 method="wB97M-V/def2-TZVPD" gap_ev=8.1 total_charge=0 homo_energy_ev=-9.13 e_above_lowest_kj_mol=363.3 lumo_ev=-0.992
O 4.98 -4.11 -2.61 -1.01
O 1.10 5.24 -2.22 -0.87
O 2.17 5.80 0.02 -0.83
N 0.23 2.63 -0.59 -0.16
O -5.08 -2.53 0.81 -0.73
O -3.29 -1.13 4.07 -0.73
O -3.49 1.65 3.31 -0.75
O -2.65 -1.03 0.31 -0.54
O -1.95 2.46 1.44 -0.78
O 3.38 4.37 -1.66 -0.82
O 1.45 3.26 -0.34 -0.55
S -1.48 0.71 -1.21 0.28
C 0.15 1.32 -0.89 0.13
C 3.36 -2.19 -2.34 -0.46
C 2.44 -1.71 -1.41 -0.14
S 4.75 -3.02 -1.67 1.30
C 6.11 -2.07 -2.15 -0.84
C 1.33 0.37 -1.03 -0.49
C 1.20 -0.91 -1.83 -0.45
C -3.72 -2.89 1.24 -0.08
C -3.56 -0.75 2.67 0.07
C -1.81 0.11 0.49 -0.02
C -2.76 0.64 2.57 0.05
C -2.93 -1.67 1.53 0.05
C -2.62 1.16 1.23 0.03
S 1.93 4.77 -1.02 2.37
H -5.05 -1.91 0.00 0.48
H -3.42 -0.37 4.62 0.49
H -3.19 2.55 3.11 0.50
H -1.45 2.86 0.62 0.52
H 3.40 5.11 -2.29 0.51
H 3.24 -2.17 -3.43 0.24
H 2.54 -1.81 -0.32 0.21
H 6.57 -2.32 -3.14 0.26
H 5.84 -1.06 -2.25 0.22
H 6.79 -2.07 -1.43 0.23
H 1.63 0.08 0.01 0.23
H 2.15 0.90 -1.42 0.24
H 0.27 -1.40 -1.46 0.23
H 1.01 -0.65 -2.91 0.23
H -3.16 -3.43 0.49 0.18
H -3.75 -3.64 2.15 0.21
H -4.61 -0.61 2.49 0.20
H -0.80 -0.22 0.94 0.20
H -1.80 0.54 3.00 0.18
H -1.90 -2.06 1.87 0.18
H -3.59 1.22 0.66 0.20

[6]
43
Properties=species:S:1:pos:R:3:nbo_charge:R:1 method="wB97M-V/def2-TZVPD" gap_ev=6.2 total_charge=-1 homo_energy_ev=-4.13 lumo_ev=2.081
C 0.16 0.13 0.29 -0.62
C -0.10 0.12 -1.25 -0.39
C -1.21 1.20 -1.52 -0.39
C -2.61 0.53 -1.25 -0.40
C -3.70 1.66 -1.34 -0.95
Al -5.28 1.37 -0.07 1.15
C -6.40 -0.16 -0.89 -1.22
H 0.61 -0.84 0.55 0.21
H -0.78 0.28 0.82 0.22
H 0.82 0.99 0.50 0.18
H -0.46 -0.85 -1.62 0.20
H 0.83 0.40 -1.79 0.17
H -1.08 2.04 -0.81 0.19
H -1.21 1.51 -2.57 0.19
H -2.62 0.02 -0.27 0.19
H -2.75 -0.25 -2.01 0.18
H -3.25 2.65 -1.15 0.19
H -4.12 1.66 -2.37 0.19
H -4.83 1.05 1.44 -0.43
H -6.20 2.70 -0.15 -0.44
H -6.63 0.17 -1.92 0.19
H -7.34 -0.35 -0.35 0.20
H -5.75 -1.06 -0.94 0.19
C 2.79 -2.99 3.09 -0.13
C 1.96 -3.87 3.98 0.44
O 0.64 -3.45 3.68 -0.49
C 0.66 -3.01 2.40 0.96
O -0.30 -2.83 1.73 -0.53
O 1.93 -2.80 1.97 -0.48
F 2.22 -3.63 5.30 -0.33
H 3.01 -2.02 3.55 0.20
H 3.73 -3.46 2.79 0.21
H 2.06 -4.94 3.78 0.15
C 4.81 2.74 -1.24 -0.13
C 3.77 1.90 -1.93 0.44
O 4.31 0.59 -1.84 -0.48
C 5.07 0.57 -0.72 0.97
O 5.46 -0.42 -0.19 -0.56
O 5.33 1.83 -0.27 -0.49
F 3.65 2.24 -3.24 -0.33
H 5.61 3.04 -1.92 0.20
H 4.39 3.62 -0.77 0.21
H 2.79 1.92 -1.45 0.17